Entry 1:
# C35H40N9OPdS

A structure of composition C35H40N9OPdS in a non-equilibrium geometry (the ωB97M-V functional and the def2-TZVPD basis, the OMol25 dataset).

Calculated values
LUMO (alpha / beta) = -3.909 / -3.903 eV
HOMO (alpha / beta) = -9.6443 / -9.6501 eV
Frontier orbital gap (alpha / beta) = 5.74 / 5.75 eV
Total charge = +1

Cartesian coordinates (Å):
Pd (-0.102, -0.049, -0.244)
C (-0.978, -5.545, 0.778)
C (-1.304, -4.898, -0.405)
C (-1.390, -3.516, -0.446)
C (-1.179, -2.761, 0.709)
C (-0.845, -3.419, 1.895)
C (-0.743, -4.800, 1.925)
N (-1.316, -1.362, 0.647)
C (-2.227, -0.714, 1.411)
C (-3.211, -1.332, 2.218)
C (-4.136, -0.568, 2.884)
C (-4.159, 0.837, 2.772)
C (-3.241, 1.479, 1.991)
C (-2.268, 0.723, 1.313)
N (-1.326, 1.229, 0.494)
N (-1.224, 2.468, 0.198)
C (-0.170, 2.731, -0.627)
C (0.096, 4.046, -1.026)
C (1.169, 4.302, -1.846)
C (1.983, 3.247, -2.260)
C (1.671, 1.974, -1.838)
N (0.626, 1.706, -1.057)
H (-0.915, -6.625, 0.805)
H (-1.504, -5.478, -1.298)
H (-1.658, -2.998, -1.360)
H (-0.653, -2.833, 2.786)
H (-0.490, -5.299, 2.852)
H (-3.245, -2.408, 2.284)
H (-4.875, -1.066, 3.498)
H (-4.925, 1.407, 3.279)
H (-3.257, 2.553, 1.866)
H (-0.560, 4.827, -0.669)
H (1.386, 5.311, -2.168)
H (2.844, 3.418, -2.890)
H (2.274, 1.123, -2.130)
C (0.733, -1.981, -5.280)
C (0.302, -0.692, -4.611)
N (0.147, -0.954, -3.191)
C (1.089, -1.634, -2.469)
N (1.156, -1.446, -1.168)
C (2.096, -2.238, -0.380)
C (2.359, -3.589, -1.018)
C (2.828, -3.349, -2.438)
N (1.858, -2.524, -3.147)
C (1.993, -2.486, -4.600)
H (0.931, -1.817, -6.339)
H (-0.063, -2.721, -5.189)
H (-0.654, -0.348, -5.003)
H (1.042, 0.098, -4.795)
H (-0.398, -0.308, -2.648)
H (1.692, -2.347, 0.626)
H (3.045, -1.691, -0.312)
H (1.437, -4.167, -1.025)
H (3.115, -4.143, -0.462)
H (2.913, -4.294, -2.976)
H (3.816, -2.873, -2.444)
H (2.213, -3.500, -4.937)
H (2.846, -1.853, -4.873)
C (4.602, -0.472, 7.115)
C (3.659, 0.017, 6.020)
C (4.422, 0.571, 4.820)
N (3.486, 1.085, 3.816)
C (3.143, 0.488, 2.668)
S (1.567, 0.548, 2.102)
N (4.087, -0.201, 1.949)
C (5.493, -0.137, 1.861)
O (6.066, -1.085, 1.382)
C (6.183, 1.123, 2.239)
C (7.447, 1.031, 2.815)
C (8.142, 2.179, 3.154)
C (7.590, 3.426, 2.890)
C (6.349, 3.519, 2.276)
C (5.641, 2.373, 1.955)
H (4.034, -0.887, 7.946)
H (5.213, 0.347, 7.498)
H (5.269, -1.249, 6.738)
H (3.005, 0.797, 6.420)
H (3.021, -0.804, 5.683)
H (5.027, -0.217, 4.380)
H (5.091, 1.378, 5.129)
H (2.747, 1.654, 4.201)
H (3.695, -0.914, 1.353)
H (7.874, 0.053, 2.994)
H (9.116, 2.105, 3.620)
H (8.132, 4.324, 3.155)
H (5.932, 4.491, 2.047)
H (4.678, 2.454, 1.465)

Entry 2:
# C35H41CsN4O3S2Si

A structure of composition C35H41CsN4O3S2Si in a non-equilibrium geometry (the ωB97M-V functional and the def2-TZVPD basis, the OMol25 dataset).

Calculated values
LUMO = -0.537 eV
HOMO = -6.3370 eV
Frontier orbital gap = 5.80 eV
Total charge = 0

Cartesian coordinates (Å):
Cs (-0.297, -0.382, 0.197)
C (-1.776, 2.170, 1.948)
O (-0.379, 2.236, 1.701)
C (0.373, 1.559, 2.681)
C (1.848, 1.773, 2.430)
O (2.227, 1.254, 1.162)
C (3.459, 0.550, 1.142)
C (3.305, -0.909, 1.540)
O (2.538, -1.676, 0.637)
C (3.215, -1.973, -0.572)
H (-2.002, 2.594, 2.932)
H (-2.162, 1.142, 1.907)
H (-2.260, 2.766, 1.177)
H (0.137, 0.486, 2.666)
H (0.112, 1.915, 3.686)
H (2.400, 1.277, 3.235)
H (2.080, 2.843, 2.472)
H (4.183, 1.034, 1.808)
H (3.850, 0.632, 0.126)
H (2.798, -0.979, 2.505)
H (4.302, -1.356, 1.663)
H (4.211, -2.379, -0.365)
H (3.301, -1.092, -1.214)
H (2.625, -2.722, -1.095)
C (-3.090, -1.609, -2.831)
C (-3.250, -2.329, -1.514)
C (-3.999, -3.495, -1.445)
C (-4.140, -4.083, -0.185)
C (-3.563, -3.506, 0.914)
C (-2.817, -2.289, 0.805)
N (-2.679, -1.756, -0.456)
N (-2.244, -1.665, 1.832)
Si (-2.640, -1.907, 3.474)
C (-4.462, -1.591, 3.850)
C (-2.203, -3.612, 4.178)
C (-1.639, -0.706, 4.526)
H (-4.048, -1.193, -3.153)
H (-2.751, -2.281, -3.623)
H (-2.383, -0.787, -2.734)
H (-4.465, -3.911, -2.329)
H (-4.711, -4.998, -0.068)
H (-3.677, -3.973, 1.883)
H (-5.112, -2.279, 3.304)
H (-4.755, -0.576, 3.569)
H (-4.666, -1.715, 4.917)
H (-2.816, -4.430, 3.795)
H (-2.330, -3.595, 5.265)
H (-1.159, -3.863, 3.976)
H (-1.862, 0.336, 4.289)
H (-0.566, -0.867, 4.394)
H (-1.863, -0.859, 5.585)
S (-0.213, -5.333, -5.906)
C (-1.381, -6.489, -5.438)
C (-1.974, -6.152, -4.262)
C (-1.481, -4.935, -3.726)
C (-0.524, -4.358, -4.518)
C (0.192, -3.101, -4.293)
C (0.095, -2.445, -3.042)
N (0.694, -1.324, -2.742)
C (1.454, -0.731, -3.686)
C (1.639, -1.292, -4.958)
C (2.481, -0.632, -5.912)
C (3.103, 0.524, -5.602)
C (2.934, 1.128, -4.312)
C (3.565, 2.333, -3.959)
C (3.364, 2.875, -2.710)
C (2.509, 2.167, -1.833)
N (1.912, 1.040, -2.131)
C (2.111, 0.513, -3.356)
C (4.000, 4.120, -2.268)
C (3.783, 4.814, -1.107)
C (4.575, 5.986, -1.008)
C (5.395, 6.155, -2.080)
S (5.197, 4.904, -3.224)
C (0.981, -2.500, -5.246)
H (-1.565, -7.356, -6.050)
H (-2.740, -6.747, -3.785)
H (-1.864, -4.511, -2.807)
H (-0.500, -2.893, -2.250)
H (2.610, -1.085, -6.887)
H (3.742, 1.022, -6.321)
H (4.202, 2.819, -4.689)
H (2.323, 2.535, -0.831)
H (3.067, 4.516, -0.355)
H (4.539, 6.670, -0.173)
H (6.098, 6.953, -2.254)
H (1.109, -2.935, -6.231)

ΔE to the lowest compared entry with this formula, charge and spin (computed, kJ/mol): 24.2, 14.5